# C24H33ClN3PtSi2

C24H33ClN3PtSi2 as an isolated structure (ωB97M-V/def2-TZVPD, OMol25).

```
64
Properties=species:S:1:pos:R:3:forces:R:3
Pt -0.66368 -1.22304 -0.70634 -0.04 0.02 0.02
Cl -2.50291 -4.75229 -1.64208 -0.01 0.00 0.00
Si -1.55886 -0.17494 2.45901 0.00 0.02 0.02
Si 2.07583 -0.84483 -2.21057 0.02 0.04 0.00
N -0.27369 3.46500 -0.57571 0.02 0.00 -0.02
N -0.39310 -0.42941 1.22074 0.02 0.00 -0.03
N 1.35346 -1.17843 -0.67457 0.00 0.06 0.04
C 3.84527 -0.18677 -2.09703 0.00 -0.03 -0.01
C 1.29218 5.10340 0.21145 0.02 -0.02 0.00
C -1.19320 -1.17549 4.02151 0.00 0.00 -0.01
C 0.09159 4.72962 -0.37068 -0.03 0.03 0.02
C 0.58103 2.51690 -0.19318 0.13 -0.07 0.07
C 3.22940 -0.84896 0.88231 0.02 0.03 0.01
C 1.47180 0.23320 2.70716 0.03 0.01 -0.01
C 2.21804 -2.38458 -3.28486 0.00 -0.01 0.02
C -4.33414 -2.92937 -0.92980 -0.01 -0.01 0.00
C -1.76391 1.64664 2.92074 0.00 -0.01 0.01
C -3.25898 -0.74732 1.94356 0.00 -0.04 0.02
C -4.85600 -1.62695 -0.80490 0.00 0.01 -0.02
C 2.17388 4.10493 0.60434 -0.04 0.01 -0.03
C 2.83550 0.23297 2.98370 -0.01 0.01 0.00
C 0.95189 -0.31634 1.52756 -0.01 -0.01 0.00
C -3.09855 -3.12431 -1.47331 0.03 0.01 0.01
C 1.81224 2.78580 0.39808 0.04 0.02 0.02
C 1.21931 0.51534 -3.19994 0.00 -0.01 -0.02
C 1.87711 -0.77974 0.55499 -0.03 -0.09 -0.02
C -4.10323 -0.55448 -1.19030 0.00 -0.01 0.03
C -2.81463 -0.73946 -1.73388 0.00 -0.01 -0.03
C 3.71930 -0.33175 2.07986 0.00 -0.01 -0.01
C -2.30487 -2.04476 -1.96586 0.00 -0.02 0.01
C -0.98439 -2.14129 -2.54822 0.04 0.00 -0.03
H 3.12139 4.35168 1.06767 0.00 0.00 0.00
H 4.57751 -0.94628 -1.81684 0.00 0.01 -0.01
H -0.80916 -1.50223 -3.41000 0.00 0.00 -0.01
H -1.28894 -2.23883 3.78395 0.00 0.00 0.00
H -2.03603 2.20903 2.02306 0.00 0.01 0.00
H -0.85932 2.10283 3.32666 0.00 -0.01 0.00
H -0.61987 5.48789 -0.68430 0.00 0.00 -0.01
H 4.77984 -0.38278 2.29665 0.00 0.00 0.00
H 0.13765 0.39884 -3.25136 0.01 0.01 0.01
H 1.42480 1.48594 -2.74119 0.00 0.01 0.01
H -5.84054 -1.48791 -0.37774 0.00 0.00 0.00
H -3.87711 -0.86855 2.83883 0.00 0.00 0.00
H -2.33514 0.09954 -2.22273 0.01 0.00 0.00
H 0.28507 1.48394 -0.34059 -0.14 0.04 -0.06
H 1.61513 0.54223 -4.22102 0.00 0.00 0.01
H -0.58738 -3.14053 -2.67850 -0.02 -0.01 0.01
H 3.93477 0.64623 -1.39776 0.00 0.01 0.01
H -4.90894 -3.78454 -0.59988 0.00 0.00 0.00
H -3.75162 -0.02812 1.29315 -0.01 0.01 -0.02
H 2.97343 -2.21419 -4.05830 0.00 0.00 0.00
H 3.19326 0.66241 3.91258 0.00 0.00 0.00
H 0.80130 0.67996 3.42853 0.00 0.00 0.00
H 2.54242 -3.23180 -2.67573 0.00 0.00 0.00
H 3.91234 -1.31458 0.18573 -0.01 0.01 0.00
H -2.56561 1.77164 3.65578 0.00 0.00 0.00
H 1.28952 -2.66211 -3.78033 -0.02 0.00 0.00
H 1.52468 6.15085 0.35485 0.00 0.00 -0.01
H -0.19960 -1.01888 4.43887 -0.01 -0.01 0.00
H -4.48865 0.45239 -1.08912 0.00 0.00 0.00
H 2.44942 1.96472 0.70365 0.00 0.01 -0.01
H 4.11263 0.17760 -3.09457 0.00 0.01 0.01
H -3.21883 -1.70668 1.42269 0.00 0.02 0.00
H -1.93214 -0.93901 4.79351 0.00 0.00 0.00
```
Forces are in eV/Å.

Computed properties:
gap between HOMO and LUMO = 0.2235 Eh
charge = -1
spin multiplicity = 1
E_LUMO = 0.09795 Eh
energy = -61423.2777 eV